[1]
A structure of composition C13H17Cl3N2NiO7S at a distorted geometry. Source: the OMol25 dataset; level of theory: ωB97M-V/def2-TZVPD.

Computed properties:
spin multiplicity	3
HOMO energy (alpha / beta)	-2.83 / -2.83	eV
strongest force on any atom	0.0299	Eh/bohr
charge	-2
ΔE to the lowest compared entry with this formula, charge and spin	188.95	kcal/mol
total energy	-120510.033	eV
⟨S²⟩	2.01

Geometry (Å):
1 H -2.38 3.00 0.15
2 O 0.86 1.38 -1.18
3 O 0.88 -1.00 -1.76
4 H -0.31 4.58 -0.51
5 C 3.08 -0.25 -0.30
6 Cl 2.55 -2.76 0.06
7 H -1.87 -3.45 -1.70
8 H -0.73 -3.59 2.41
9 H -2.46 0.08 -1.51
10 H 0.81 -1.04 2.56
11 C 0.47 4.05 1.51
12 H 0.55 -3.23 1.22
13 O 1.61 0.95 -6.19
14 H -0.21 -2.98 -1.28
15 C -0.07 3.23 2.54
16 O -1.49 0.24 0.54
17 C -0.28 -1.04 2.64
18 N -1.74 -1.68 -0.66
19 N -0.88 -1.73 1.51
20 C -0.52 -3.14 1.43
21 Ni 0.29 1.98 0.69
22 C -1.54 3.24 0.78
23 O 3.89 0.60 -5.43
24 H -0.57 -1.55 3.56
25 C -1.30 2.72 2.08
26 S 2.54 1.00 -5.08
27 H 1.43 4.55 1.53
28 H -1.93 2.01 2.59
29 C -0.45 4.07 0.44
30 H 0.44 2.96 3.45
31 C -2.13 -0.91 -1.83
32 O 1.88 1.02 1.45
33 H -2.95 -1.43 -2.33
34 C -1.35 -1.00 0.46
35 H -1.29 -0.80 -2.52
36 C -1.32 -3.84 0.35
37 O 4.09 1.16 1.14
38 H -2.37 -3.95 0.65
39 C -1.24 -3.02 -0.92
40 Cl 2.83 3.51 -4.74
41 H -0.90 -4.83 0.18
42 Cl 1.74 0.16 -1.49
43 H -0.63 -0.01 2.67
44 C 2.98 0.73 0.88

Löwdin atomic charge list, values in e, 2 entries:
1. H 0.10
2. O -0.51

=====

[2]
A structure of composition C13H17FO15Zn at a distorted geometry. Source: the OMol25 dataset; level of theory: ωB97M-V/def2-TZVPD.

Computed properties:
spin multiplicity	1
HOMO energy	-7.80	eV
strongest force on any atom	0.1336	Eh/bohr
total energy	-95595.786	eV

Geometry (Å):
1 H -10.76 37.62 -39.86
2 O -17.20 28.29 -24.29
3 H -11.99 39.28 -38.20
4 C -25.07 36.19 -30.95
5 Zn -16.18 33.92 -29.96
6 H -11.01 35.89 -39.41
7 H -15.82 38.31 -25.74
8 H -20.24 26.35 -23.93
9 H -10.74 39.29 -36.97
10 H -19.98 26.15 -22.33
11 C -19.06 27.98 -22.97
12 H -25.62 37.80 -32.18
13 O -18.08 29.87 -25.65
14 C -11.35 36.92 -39.26
15 C -20.16 26.96 -23.03
16 C -14.22 30.52 -32.52
17 O -13.55 36.87 -35.25
18 O -13.73 30.94 -31.51
19 O -23.61 37.14 -32.19
20 H -21.17 27.38 -22.95
21 C -23.01 36.17 -31.51
22 O -19.31 28.82 -24.06
23 C -11.60 38.74 -37.34
24 O -12.16 36.55 -36.98
25 C -12.79 37.33 -36.09
26 H -19.01 28.58 -22.06
27 O -14.34 36.54 -27.39
28 F -24.49 38.48 -30.62
29 C -18.18 29.04 -24.77
30 H -12.68 29.64 -32.97
31 O -23.84 35.65 -30.64
32 C -11.24 37.28 -37.74
33 O -21.77 35.95 -31.65
34 C -15.18 37.20 -26.77
35 H -17.68 26.29 -23.57
36 O -14.90 38.16 -25.95
37 H -17.12 27.45 -22.41
38 O -16.33 36.94 -27.20
39 H -12.39 36.98 -39.58
40 C -24.79 37.55 -31.52
41 O -12.59 38.57 -36.36
42 H -25.59 35.50 -31.62
43 O -15.34 31.06 -32.77
44 O -13.56 29.68 -33.34
45 H -25.69 36.24 -30.05
46 H -10.27 37.06 -37.32
47 C -17.70 27.35 -23.33

Löwdin atomic charge list, values in e, 2 entries:
1. H 0.08
2. O 0.09

=====

[3]
A structure of composition C13H17GaN at a distorted geometry. Source: the OMol25 dataset; level of theory: ωB97M-V/def2-TZVPD.

Computed properties:
spin multiplicity	1
HOMO energy	-4.34	eV
strongest force on any atom	0.0425	Eh/bohr
charge	-1
ΔE to the lowest compared entry with this formula, charge and spin	3.87	kcal/mol
total energy	-67622.162	eV

Geometry (Å):
1 H -1.70 3.25 3.92
2 H -1.36 -1.04 -1.84
3 C 0.47 -0.03 -2.34
4 H 1.22 -2.50 -2.69
5 C 1.31 1.78 -1.04
6 C 1.37 0.22 -3.36
7 C 0.43 0.73 -1.20
8 C 2.24 1.28 -3.20
9 N -0.59 0.43 2.44
10 C -0.70 1.71 2.79
11 H 1.52 -1.34 0.45
12 H 1.28 2.35 -0.11
13 H -0.84 -1.29 -3.51
14 C -1.48 -0.42 2.96
15 H 2.96 1.46 -4.00
16 C 0.29 -2.53 -2.11
17 H 2.90 2.86 -1.93
18 H 1.40 -0.39 -4.26
19 C -0.48 -1.22 -2.47
20 H -0.33 -3.18 0.83
21 C 2.20 2.04 -2.06
22 Ga 0.88 -2.69 -0.13
23 C -1.66 2.20 3.67
24 H -0.28 0.46 -0.41
25 H -0.25 -3.42 -2.44
26 H -1.36 -1.45 2.65
27 H 2.08 -3.79 -0.13
28 C -2.57 1.30 4.20
29 H -3.17 -0.77 4.24
30 H 0.03 2.38 2.35
31 C -2.48 -0.04 3.84
32 H -3.34 1.63 4.89

Löwdin atomic charge list, values in e, 2 entries:
1. H 0.09
2. H 0.09

=====

[4]
A structure of composition C13H17HgIN2O3S at a distorted geometry. Source: the OMol25 dataset; level of theory: ωB97M-V/def2-TZVPD.

Computed properties:
spin multiplicity	1
HOMO energy (alpha / beta)	-8.22 / -8.28	eV
strongest force on any atom	0.0254	Eh/bohr
total energy	-45987.199	eV

Geometry (Å):
1 H -1.20 -2.67 1.11
2 N 0.48 -1.58 0.62
3 H 5.30 1.16 -1.17
4 S -2.34 2.03 1.90
5 O -1.18 1.70 1.00
6 C 3.30 1.89 -1.56
7 C 3.77 -0.13 -0.35
8 H -0.94 1.95 -2.60
9 C -1.78 1.55 -2.01
10 H 3.59 2.78 -2.12
11 C 1.94 1.63 -1.37
12 H -3.21 3.58 0.28
13 N 1.52 0.57 -0.66
14 H 2.62 -4.52 1.93
15 C -3.61 2.70 0.81
16 C 2.62 -2.59 0.96
17 I -0.05 -1.82 -2.97
18 H 0.09 -4.60 2.06
19 C 2.01 -3.70 1.55
20 O -1.99 3.12 2.81
21 H -4.46 3.01 1.43
22 H 4.45 -0.88 0.04
23 Hg -0.85 -0.04 -0.75
24 C 1.83 -1.52 0.51
25 C 0.62 -3.75 1.63
26 H 3.69 -2.53 0.83
27 C 2.39 -0.33 -0.17
28 H -3.62 -0.12 -0.54
29 C 4.23 0.99 -1.04
30 H 1.16 2.26 -1.79
31 H -3.95 1.94 0.09
32 C -0.11 -2.67 1.13
33 O -2.96 0.85 2.50
34 H -2.88 -0.99 0.87
35 C -2.86 -0.83 -0.22
36 H -2.21 2.30 -1.34
37 H -2.53 1.05 -2.63
38 H -2.90 -1.77 -0.79

Löwdin atomic charge list, values in e, 2 entries:
1. H 0.10
2. N 0.03

=====

[5]
A structure of composition C13H17IrN4O7P2S2Si at a distorted geometry. Source: the OMol25 dataset; level of theory: ωB97M-V/def2-TZVPD.

Computed properties:
spin multiplicity	1
HOMO energy	-2.04	eV
strongest force on any atom	0.0575	Eh/bohr
charge	-2
ΔE to the lowest compared entry with this formula, charge and spin	52.28	kcal/mol
total energy	-85026.672	eV

Geometry (Å):
1 Ir -0.20 -1.01 -0.72
2 O -3.24 -1.66 -2.54
3 O -2.37 -3.73 -3.74
4 H -3.59 -0.21 3.64
5 H -3.69 -1.51 0.50
6 N 4.74 -3.71 0.93
7 C -0.54 0.70 1.50
8 H 3.24 2.84 -1.20
9 H 2.60 1.66 3.00
10 Si 1.71 2.02 0.63
11 C -0.83 1.48 2.63
12 H -4.00 -2.07 2.15
13 O -1.67 0.30 -1.95
14 C -2.39 -0.67 1.93
15 C 3.01 1.62 1.99
16 C 4.14 -2.20 -2.21
17 O -3.57 0.64 -3.49
18 H 1.09 4.20 1.83
19 C 3.89 -3.14 0.41
20 N -1.32 -0.37 1.22
21 C -1.91 1.14 3.41
22 C 2.95 -1.97 -1.49
23 P -1.92 -2.56 -2.97
24 C 2.64 1.95 -1.03
25 H 3.87 2.29 1.96
26 N 5.10 -2.34 -2.83
27 H -2.15 1.73 4.28
28 H 0.19 4.00 0.34
29 N 0.45 0.87 0.63
30 C -3.22 -1.81 1.44
31 S 1.46 -2.25 0.83
32 H 3.37 0.61 1.84
33 H 1.86 4.52 0.29
34 O -4.12 0.17 -1.05
35 C -2.72 0.06 3.06
36 H 1.93 1.86 -1.85
37 C 1.16 3.87 0.80
38 S 1.76 -1.07 -2.35
39 H -4.52 0.54 -3.54
40 H 3.30 1.09 -1.07
41 P -3.12 -0.10 -2.10
42 H -1.13 -0.68 -3.42
43 H -0.21 2.33 2.86
44 O -1.11 -1.52 -3.90
45 O -1.15 -2.81 -1.69
46 C 2.83 -2.44 -0.19
47 H -2.61 -2.68 1.23

Löwdin atomic charge list, values in e, 2 entries:
1. Ir 0.99
2. O -0.28

=====

[6]
A cluster of 3 separate species, C13H17N2O4P in total. Source: the OMol25 dataset; level of theory: ωB97M-V/def2-TZVPD.

Computed properties:
SMILES string	O=[N+]([O-])c1ccccc1.O=[N+]([O-])c1ccccc1.C[PH4]
spin multiplicity	1
HOMO energy	-7.96	eV
strongest force on any atom	0.0118	Eh/bohr
total energy	-34207.376	eV

Geometry (Å):
1 C 2.62 2.19 -2.60
2 C 3.09 1.84 -4.91
3 C -4.83 -3.10 2.39
4 N -4.02 -5.29 1.61
5 H -3.33 -0.07 2.23
6 H -5.73 -3.59 2.74
7 H -0.50 1.67 2.68
8 O -3.12 -5.92 1.09
9 C 4.04 2.85 -4.85
10 H 1.62 0.72 -3.80
11 C 4.28 3.53 -3.66
12 C 3.57 3.20 -2.52
13 H 2.90 1.32 -5.83
14 C -0.07 0.84 2.09
15 C 2.37 1.51 -3.77
16 C -3.48 -1.13 2.10
17 H 1.71 2.40 2.33
18 O 2.10 2.46 -0.37
19 C -2.67 -3.25 1.31
20 H 4.60 3.11 -5.74
21 H 2.01 0.23 1.07
22 O -5.06 -5.77 2.01
23 H -0.41 0.98 1.06
24 N 1.87 1.83 -1.39
25 C -3.83 -3.84 1.77
26 P 1.83 0.99 2.26
27 C -2.49 -1.89 1.47
28 C -4.64 -1.74 2.55
29 H -0.45 -0.08 2.53
30 H 1.80 0.32 3.50
31 H 3.29 1.13 2.36
32 H 3.74 3.72 -1.59
33 O 1.07 0.92 -1.46
34 H -1.91 -3.86 0.82
35 H -1.59 -1.41 1.12
36 H -5.41 -1.15 3.04
37 H 5.02 4.31 -3.62

Löwdin atomic charge list, values in e, 2 entries:
1. C -0.14
2. C -0.06